*w*
21
Properties=species:S:1:pos:R:3:lowdin_charge:R:1 method="wB97M-V/def2-TZVPD" gap_ev=8.14
O -14.445 10.660 -12.814 -0.097
H -14.964 11.396 -13.141 -0.185
H -15.022 10.218 -12.192 0.035
O -14.719 14.582 -14.056 -0.038
H -14.000 14.011 -14.328 -0.041
H -14.677 15.325 -14.659 0.153
O -16.436 13.789 -14.916 -0.045
H -16.256 13.608 -13.994 0.018
H -17.237 14.314 -14.906 0.060
O -14.147 11.941 -10.829 -0.044
H -13.322 12.384 -11.028 0.045
H -14.795 12.382 -11.378 0.017
O -12.843 13.364 -14.637 0.063
H -12.352 13.872 -15.281 0.114
H -13.017 12.529 -15.071 0.111
O -14.781 12.517 -13.222 -0.017
H -15.043 13.394 -12.942 0.078
H -14.534 12.621 -14.141 0.085
O -16.050 15.190 -12.697 -0.048
H -16.541 15.866 -13.164 0.040
H -15.343 14.949 -13.296 -0.303

=====

*x*
21
Properties=species:S:1:pos:R:3:lowdin_charge:R:1 method="wB97M-V/def2-TZVPD" smiles=O.O.O.O.O.O.O gap_ev=9.46
O -2.606 22.514 -3.187 -0.027
H -2.682 22.378 -2.236 0.066
H -3.498 22.268 -3.396 0.048
O 1.758 21.614 -2.229 -0.001
H 1.119 21.033 -1.803 0.065
H 1.790 22.287 -1.606 0.017
O -2.130 20.084 -4.540 -0.071
H -2.262 21.006 -4.251 -0.007
H -2.584 19.520 -3.874 0.070
O 4.123 21.709 -5.803 -0.009
H 4.796 21.404 -5.239 0.014
H 3.446 21.917 -5.177 0.018
O 0.493 19.035 -4.487 -0.091
H 0.006 18.650 -5.224 0.033
H -0.147 19.682 -4.108 -0.002
O 1.472 21.494 -7.320 -0.066
H 2.345 21.130 -7.185 0.000
H 1.225 21.561 -6.396 -0.033
O 0.503 21.971 -4.735 -0.028
H 1.050 21.748 -3.985 -0.005
H -0.293 22.229 -4.313 0.008

=====

Stability, descending: *x*, *w*

=====

*w*
21
Properties=species:S:1:pos:R:3:lowdin_charge:R:1 method="wB97M-V/def2-TZVPD" smiles=O.O.O.O.O.O.O gap_ev=11.64
O 0.995 -0.755 -0.985 -0.020
H 0.045 -0.558 -1.301 0.053
H 1.306 0.064 -0.991 -0.065
O -0.959 0.041 1.575 -0.104
H 0.028 0.063 1.527 0.020
H -0.966 -0.224 2.542 0.126
O -1.732 -1.855 -0.343 -0.091
H -0.894 -2.254 -0.575 0.028
H -1.330 -1.124 0.269 0.047
O -1.547 0.036 -2.311 -0.069
H -1.241 -0.842 -2.691 0.090
H -2.117 -0.448 -1.735 0.003
O -0.732 2.150 -0.043 -0.117
H -0.991 1.450 0.703 0.054
H -1.044 1.755 -0.881 0.017
O 1.252 -1.100 1.750 -0.083
H 1.324 -0.867 0.784 0.013
H 2.151 -0.819 2.011 0.075
O 2.201 1.421 0.248 -0.006
H 2.887 2.084 0.282 0.061
H 1.363 1.779 0.167 -0.033

=====

*x*
21
Properties=species:S:1:pos:R:3:lowdin_charge:R:1 method="wB97M-V/def2-TZVPD" smiles=O.O.O.O.O.O.O gap_ev=11.00
O 0.623 -1.689 1.880 -0.047
H 0.511 -0.836 1.445 -0.015
H -0.150 -1.764 2.451 0.033
O -1.419 1.143 3.223 -0.040
H -0.745 1.768 2.933 0.056
H -1.506 0.532 2.482 0.018
O -3.970 1.641 2.076 -0.064
H -3.065 1.309 2.055 -0.020
H -3.920 2.422 2.639 0.039
O -1.249 -1.316 -2.059 -0.058
H -0.614 -2.004 -2.289 0.036
H -1.837 -1.743 -1.426 0.032
O 1.764 -0.254 -3.704 -0.084
H 1.722 -0.423 -2.756 -0.007
H 2.616 0.180 -3.827 0.036
O 0.634 1.053 0.322 -0.046
H -0.258 0.690 0.312 0.022
H 0.575 1.837 -0.235 0.057
O 3.215 -0.517 -1.860 -0.070
H 3.905 -0.742 -1.227 0.068
H 3.167 -1.287 -2.439 0.054

=====

Stability, descending: *w*, *x*

=====

*w*
21
Properties=species:S:1:pos:R:3:lowdin_charge:R:1 method="wB97M-V/def2-TZVPD" smiles=O.O.O.O.O.O.O gap_ev=11.20
O 0.174 0.762 -2.097 -0.074
H 0.306 1.145 -2.968 0.061
H -0.335 -0.085 -2.257 0.046
O -0.704 1.743 0.570 -0.053
H -0.430 1.534 -0.346 0.035
H -1.350 1.016 0.733 0.044
O 1.317 1.026 2.079 -0.070
H 0.450 1.313 1.741 0.004
H 1.675 1.719 2.652 0.075
O 2.237 -0.166 -0.236 -0.076
H 2.026 0.444 0.534 0.034
H 1.692 0.248 -0.903 -0.001
O 0.957 -1.808 1.411 -0.068
H 1.533 -1.453 0.693 0.023
H 1.124 -1.142 2.067 0.011
O -1.609 -1.198 0.588 -0.063
H -0.734 -1.490 0.981 0.037
H -1.803 -0.521 1.217 0.009
O -1.851 -1.140 -2.348 -0.060
H -2.033 -1.220 -1.391 0.024
H -2.642 -0.725 -2.720 0.062

=====

*x*
21
Properties=species:S:1:pos:R:3:lowdin_charge:R:1 method="wB97M-V/def2-TZVPD" smiles=O.O.O.O.O.O.O gap_ev=10.97
O 0.563 -1.225 -3.479 -0.063
H 0.969 -2.095 -3.416 0.030
H 0.033 -1.119 -2.683 0.010
O -1.376 -0.279 3.317 -0.078
H -1.420 -1.230 3.186 0.019
H -0.992 0.051 2.487 -0.010
O -0.013 0.088 0.814 -0.059
H -0.251 -0.535 0.118 0.038
H 0.918 -0.103 1.029 0.020
O 0.517 3.270 0.252 -0.059
H 0.965 3.417 1.091 0.033
H 0.097 2.407 0.355 -0.004
O 2.819 -0.301 1.080 -0.036
H 3.275 -1.016 0.626 0.057
H 3.432 0.441 1.064 0.060
O -0.833 1.282 -2.491 -0.047
H -0.390 1.466 -1.656 0.008
H -0.225 1.610 -3.162 0.046
O -2.453 -1.874 0.235 -0.049
H -2.538 -2.813 0.429 0.039
H -3.097 -1.441 0.805 0.044

=====

*y*
21
Properties=species:S:1:pos:R:3:lowdin_charge:R:1 method="wB97M-V/def2-TZVPD" smiles=O.O.O.O.O.O.O gap_ev=10.27
O -2.067 -3.096 -0.847 -0.078
H -2.857 -3.546 -0.546 0.021
H -2.212 -2.178 -0.618 -0.019
O -2.129 1.093 1.303 -0.045
H -2.214 1.812 0.677 0.060
H -1.390 0.578 0.978 -0.015
O 2.940 -1.408 -0.581 -0.030
H 2.854 -0.835 0.181 -0.001
H 3.713 -1.941 -0.395 0.045
O 2.389 1.783 0.350 -0.024
H 2.942 2.403 0.825 0.068
H 2.626 0.927 0.707 0.027
O 1.236 3.229 -1.730 -0.061
H 1.955 3.388 -2.342 0.030
H 1.596 2.613 -1.092 -0.036
O -0.036 -0.397 0.268 -0.022
H 0.266 -1.268 0.011 0.056
H 0.504 0.205 -0.245 0.037
O -3.305 -1.300 0.692 -0.052
H -3.912 -1.565 1.383 0.052
H -2.901 -0.498 1.022 -0.016

=====

*z*
21
Properties=species:S:1:pos:R:3:lowdin_charge:R:1 method="wB97M-V/def2-TZVPD" smiles=O.O.O.O.O.O.O gap_ev=9.29
O -0.596 -0.939 0.255 -0.032
H 0.007 -1.512 -0.232 0.083
H -1.318 -1.524 0.513 0.088
O 1.993 -1.253 1.335 -0.055
H 1.319 -0.913 0.736 0.003
H 1.529 -1.361 2.173 0.072
O -1.544 2.683 1.197 -0.045
H -0.703 2.214 1.243 0.033
H -2.194 2.028 1.477 0.050
O 2.729 1.054 -1.147 -0.071
H 2.048 1.478 -0.613 0.043
H 2.251 0.383 -1.647 0.056
O -0.737 1.123 -1.218 -0.073
H -0.863 0.376 -0.623 -0.052
H -0.829 1.895 -0.648 -0.002
O 3.571 -0.877 -0.317 -0.116
H 2.712 -0.588 0.010 -0.037
H 4.117 -0.084 -0.275 0.043
O -4.180 -1.556 -0.569 -0.063
H -5.007 -1.988 -0.811 0.037
H -4.306 -0.640 -0.841 0.037

=====

Stability, descending: *w*, *x*, *y*, *z*

=====

*w*
21
Properties=species:S:1:pos:R:3:lowdin_charge:R:1 method="wB97M-V/def2-TZVPD" smiles=O.O.O.O.O.O.O gap_ev=9.70
O -0.248 -0.881 -1.539 -0.045
H 0.648 -0.809 -1.193 0.049
H -0.801 -0.522 -0.835 -0.007
O -0.435 -1.568 3.106 -0.052
H -0.134 -2.335 2.606 0.074
H -1.169 -1.904 3.632 0.077
O -0.938 1.932 -1.037 -0.075
H -0.584 1.143 -1.462 0.000
H -1.497 1.588 -0.331 -0.002
O -3.280 1.474 -1.217 -0.056
H -3.709 1.527 -0.356 0.051
H -2.837 0.618 -1.206 0.029
O -0.909 -0.162 1.466 -0.078
H -0.399 -0.935 1.199 0.022
H -1.344 -0.437 2.281 0.020
O 2.445 3.215 1.171 -0.062
H 3.395 3.059 1.120 0.030
H 2.077 2.650 0.482 0.026
O 3.465 -2.226 -2.629 -0.058
H 2.624 -2.363 -2.180 0.021
H 3.631 -3.064 -3.077 0.037

=====

*x*
21
Properties=species:S:1:pos:R:3:lowdin_charge:R:1 method="wB97M-V/def2-TZVPD" smiles=O.O.O.O.O.O.O gap_ev=10.32
O 0.907 -1.972 0.280 -0.101
H 0.447 -1.687 1.079 0.040
H 0.510 -1.590 -0.570 0.103
O -1.073 2.571 -1.550 -0.093
H -0.886 1.641 -1.754 0.023
H -2.029 2.587 -1.861 0.069
O -1.062 -3.068 -0.102 -0.075
H -0.212 -3.195 0.255 -0.038
H -0.920 -3.453 -0.979 0.047
O -1.688 -0.543 4.475 -0.016
H -1.835 0.371 4.599 0.039
H -0.725 -0.461 4.321 0.081
O 2.847 2.373 -0.750 -0.059
H 3.415 2.080 -0.067 0.004
H 2.965 1.750 -1.519 0.050
O -2.000 -0.747 1.918 -0.050
H -1.693 0.018 1.402 0.046
H -1.873 -0.543 2.822 -0.076
O 1.315 1.030 -4.072 -0.094
H 1.258 1.968 -3.909 0.015
H 2.333 0.868 -4.018 0.086

=====

*y*
21
Properties=species:S:1:pos:R:3:lowdin_charge:R:1 method="wB97M-V/def2-TZVPD" smiles=O.O.O.O.O.O.O gap_ev=9.89
O 10.594 13.283 -9.039 -0.040
H 11.428 13.359 -8.604 -0.030
H 9.891 13.356 -8.422 0.017
O 10.854 12.432 -5.569 -0.075
H 11.341 12.219 -4.789 0.001
H 11.536 12.701 -6.230 -0.021
O 11.504 15.859 -4.343 -0.026
H 11.618 15.884 -3.405 0.018
H 12.181 15.274 -4.628 -0.046
O 13.549 14.137 -4.696 -0.056
H 13.633 14.392 -3.770 0.078
H 14.299 13.561 -4.781 0.006
O 14.827 11.649 -7.742 -0.019
H 14.981 10.787 -7.369 0.063
H 14.883 11.548 -8.677 0.063
O 15.159 11.911 -5.114 -0.038
H 15.819 11.817 -4.408 0.077
H 15.585 12.098 -5.944 0.019
O 12.692 13.372 -7.198 -0.023
H 13.093 13.878 -6.484 0.039
H 13.386 12.854 -7.515 -0.006

=====

*z*
21
Properties=species:S:1:pos:R:3:lowdin_charge:R:1 method="wB97M-V/def2-TZVPD" smiles=O.O.O.O.O.O.O gap_ev=10.15
O -20.543 -9.291 -10.421 -0.068
H -19.863 -9.674 -10.987 0.004
H -20.441 -9.763 -9.590 0.014
O -17.798 -10.484 -10.718 -0.045
H -16.978 -10.030 -10.484 0.013
H -17.970 -11.087 -9.986 0.028
O -18.037 -11.176 -7.415 -0.047
H -17.800 -11.818 -6.740 0.042
H -17.601 -10.363 -7.143 0.037
O -20.426 -12.631 -9.751 -0.046
H -19.665 -12.869 -10.290 0.033
H -20.363 -13.190 -8.971 0.035
O -15.468 -8.657 -10.618 -0.038
H -15.579 -8.613 -9.662 0.063
H -15.151 -7.782 -10.863 0.070
O -13.019 -9.855 -11.742 -0.064
H -12.528 -9.039 -11.619 0.027
H -13.830 -9.744 -11.228 -0.009
O -17.529 -10.542 -13.682 -0.062
H -16.921 -9.878 -14.017 0.028
H -17.503 -10.447 -12.721 -0.016

=====

Stability, descending: *z*, *y*, *x*, *w*

=====

*w*
21
Properties=species:S:1:pos:R:3:lowdin_charge:R:1 method="wB97M-V/def2-TZVPD" gap_ev=9.53
O -1.453 -1.434 0.588 -0.005
H -1.526 -2.025 1.338 0.090
H -1.594 -1.996 -0.174 0.048
O -0.636 1.495 0.972 -0.009
H -1.102 2.331 1.006 0.120
H -1.322 0.843 0.835 0.081
O -0.676 -2.145 -2.032 -0.035
H -0.814 -2.990 -1.604 0.039
H 0.197 -1.872 -1.749 -0.005
O 1.392 2.792 -1.397 -0.032
H 0.560 2.321 -1.434 0.012
H 1.305 3.486 -2.051 0.037
O 0.280 -0.258 -0.256 0.016
H 0.283 0.699 -0.263 0.067
H -0.261 -0.491 0.498 0.016
O 1.963 -1.145 -1.084 -0.063
H 1.704 -2.061 -0.977 0.012
H 1.238 -0.646 -0.708 -0.246
O 0.491 0.840 2.876 -0.062
H 0.018 1.357 3.529 0.026
H -0.047 0.900 2.087 -0.107

=====

*x*
21
Properties=species:S:1:pos:R:3:lowdin_charge:R:1 method="wB97M-V/def2-TZVPD" smiles=O.O.O.O.O.O.O gap_ev=10.53
O 17.681 10.857 11.474 -0.053
H 17.149 10.932 12.233 -0.001
H 18.554 11.158 11.750 -0.042
O 19.777 11.722 12.669 -0.032
H 19.645 12.588 12.352 -0.016
H 20.655 11.529 12.362 0.030
O 17.358 14.085 13.846 -0.019
H 16.835 13.763 13.120 0.029
H 18.190 14.242 13.472 -0.026
O 19.396 14.090 11.380 -0.032
H 19.827 13.650 10.630 0.072
H 19.107 14.928 11.035 0.063
O 21.880 10.065 12.207 -0.031
H 22.582 9.761 12.807 0.088
H 21.270 9.342 12.311 0.068
O 19.251 9.899 14.857 -0.047
H 18.673 10.341 15.478 0.035
H 19.506 10.514 14.189 -0.036
O 21.864 10.410 9.293 -0.035
H 21.462 11.277 9.103 0.043
H 22.027 10.289 10.189 -0.057

=====

Stability, descending: *x*, *w*

=====

*w*
21
Properties=species:S:1:pos:R:3:lowdin_charge:R:1 method="wB97M-V/def2-TZVPD" smiles=O.O.O.O.O.O.O gap_ev=10.29
O -0.036 -13.070 -3.635 -0.041
H 0.205 -13.633 -4.384 0.080
H -0.972 -13.250 -3.483 0.069
O 1.899 -11.947 1.143 -0.077
H 1.710 -12.487 0.357 -0.014
H 1.715 -12.529 1.886 0.026
O 3.911 -13.041 -3.411 -0.056
H 3.634 -13.806 -2.894 0.026
H 4.464 -12.530 -2.810 0.041
O -1.438 -15.853 -0.906 -0.043
H -2.111 -16.008 -1.579 0.054
H -1.919 -15.457 -0.167 0.067
O 1.220 -10.739 -4.571 -0.073
H 0.645 -10.087 -4.985 0.028
H 0.621 -11.339 -4.099 -0.014
O 1.059 -13.617 -1.131 -0.055
H 1.319 -13.247 -1.982 0.018
H 0.367 -14.250 -1.345 0.010
O 0.455 -17.399 0.792 -0.066
H 0.071 -16.682 0.269 -0.011
H 0.280 -18.192 0.277 0.032

=====

*x*
21
Properties=species:S:1:pos:R:3:lowdin_charge:R:1 method="wB97M-V/def2-TZVPD" smiles=O.O.O.O.O.O.O gap_ev=10.76
O 6.899 -24.512 -7.845 -0.053
H 6.383 -24.930 -8.543 0.029
H 6.622 -23.587 -7.855 0.018
O 10.221 -18.012 -10.418 -0.043
H 10.310 -18.785 -10.987 0.049
H 10.448 -17.258 -10.974 0.053
O 8.068 -21.283 -6.584 -0.065
H 7.265 -21.455 -6.081 0.038
H 7.876 -21.597 -7.484 -0.015
O 8.756 -18.369 -7.841 -0.062
H 9.248 -18.862 -7.173 0.049
H 9.274 -18.465 -8.659 0.007
O 7.620 -24.500 -11.993 -0.058
H 7.587 -25.438 -11.768 0.039
H 6.774 -24.144 -11.697 0.031
O 7.859 -21.642 -9.450 -0.043
H 7.818 -20.865 -10.018 0.049
H 8.053 -22.389 -10.033 0.043
O 5.975 -18.572 -8.654 -0.080
H 5.927 -17.930 -9.369 0.025
H 6.929 -18.679 -8.472 -0.012

=====

Stability, descending: *x*, *w*